ORCA calculation (ωB97M-V with the def2-TZVPD basis set) on C27H41AsO5ReS8Si as an isolated structure.

- frontier orbital gap (eV) = 6.606
- charge = +1
- LUMO level (eV) = -4.754

The geometry in XYZ format:
```
84
Properties=species:S:1:pos:R:3:lowdin_charge:R:1
Re -0.519 0.986 1.026 0.84
S -2.773 -1.922 4.206 0.65
C -2.307 -0.657 3.310 -1.69
S -3.453 0.582 2.922 0.52
S -0.654 -0.560 2.712 0.57
S -0.875 5.652 2.064 0.14
As -1.328 4.653 0.361 -0.20
S 0.086 3.021 -0.088 0.12
S -2.388 1.879 1.677 0.17
S -2.712 5.007 -1.050 0.13
O 1.127 1.360 2.108 -0.82
S 2.305 2.394 2.002 1.03
C 1.910 3.548 3.360 -0.26
C 1.284 2.865 4.535 -0.28
C 2.053 2.387 5.592 -0.05
C 1.452 1.703 6.638 -0.06
C 0.079 1.497 6.636 -0.06
C -0.696 1.996 5.598 -0.06
C -0.096 2.680 4.553 -0.07
C 3.608 1.366 2.710 -0.26
C 3.811 0.184 1.805 -0.30
C 4.581 0.296 0.653 -0.04
C 4.723 -0.790 -0.197 -0.07
C 4.095 -1.991 0.102 -0.07
C 3.329 -2.108 1.253 -0.06
C 3.183 -1.022 2.103 -0.05
H 1.237 4.270 2.894 0.01
H 2.860 4.038 3.585 0.12
H 3.122 2.569 5.615 0.12
H 2.054 1.339 7.460 0.11
H -0.389 0.964 7.453 0.11
H -1.770 1.860 5.608 0.11
H -0.698 3.088 3.748 0.06
H 3.282 1.075 3.707 0.09
H 4.486 2.012 2.770 0.12
H 5.078 1.232 0.421 0.12
H 5.330 -0.701 -1.088 0.11
H 4.212 -2.841 -0.559 0.11
H 2.850 -3.048 1.496 0.11
H 2.589 -1.112 3.004 0.11
C -3.813 -0.445 -3.808 -0.01
C -3.136 0.719 -3.103 -0.61
C -3.153 1.969 -3.965 -0.02
C -3.754 0.989 -1.739 -0.03
O -1.725 0.400 -2.924 -0.08
Si -0.968 -0.658 -1.997 0.10
O -0.823 0.020 -0.404 -0.41
O 0.590 -0.790 -2.354 -0.08
C 1.248 -0.825 -3.654 -0.61
C 1.359 0.603 -4.165 -0.01
C 0.442 -1.701 -4.601 -0.01
C 2.619 -1.422 -3.389 -0.02
O -1.821 -1.993 -1.780 -0.08
C -1.696 -3.181 -0.957 -0.61
C -0.299 -3.277 -0.361 -0.03
C -2.746 -3.060 0.137 -0.01
C -1.979 -4.359 -1.873 -0.01
H -4.855 -0.197 -4.012 0.10
H -3.783 -1.345 -3.195 0.08
H -3.319 -0.648 -4.759 0.09
H -4.180 2.291 -4.141 0.10
H -2.683 1.769 -4.928 0.09
H -2.611 2.775 -3.472 0.07
H -4.806 1.254 -1.851 0.10
H -3.243 1.824 -1.256 0.04
H -3.696 0.104 -1.099 0.08
H 1.906 1.217 -3.448 0.09
H 1.895 0.620 -5.115 0.10
H 0.370 1.037 -4.314 0.08
H -0.549 -1.276 -4.778 0.08
H 0.330 -2.706 -4.191 0.09
H 0.948 -1.779 -5.563 0.10
H 3.161 -0.809 -2.668 0.07
H 3.196 -1.468 -4.313 0.10
H 2.524 -2.432 -2.988 0.09
H -0.107 -2.452 0.329 0.05
H 0.464 -3.267 -1.142 0.09
H -0.207 -4.208 0.201 0.10
H -2.547 -2.184 0.759 0.06
H -2.734 -3.942 0.778 0.10
H -3.740 -2.961 -0.300 0.10
H -1.224 -4.421 -2.658 0.09
H -2.957 -4.248 -2.340 0.09
H -1.967 -5.291 -1.307 0.10
```